(1)
The following is a DFT calculation (ωB97M-V with the def2-TZVPD basis set) of a structure of composition C33H34BBrCrFN3O7 at a distorted geometry.

Its expectation value of S² is 6.02. Its spin multiplicity is 5. The largest force on an atom is 2.8 eV/Å. The frontier orbital gap (spin up / spin down) comes out at 4.12 / 4.65 eV. Its HOMO energy (spin up / spin down) is -0.22035 / -0.23984 Eh. As for the LUMO energy (spin up / spin down): -1.875 / -1.875 eV.

Last column: Mulliken spin population.
Atoms and positions in Å:
Cr 0.672 -0.028 -0.215  4.129
C 4.238 6.515 1.689  0.000
C 3.897 6.226 0.232  0.000
N 2.929 5.146 0.080  0.002
C 3.397 3.860 0.023  0.010
C 2.635 2.769 -0.208  0.027
C 3.286 1.399 -0.124  -0.008
O 4.506 1.329 -0.087  0.022
O 2.442 0.448 -0.033  -0.131
C 1.235 2.947 -0.500  0.036
O 0.474 2.080 -0.926  0.072
C 0.714 4.291 -0.234  -0.018
C -0.663 4.477 -0.210  0.015
C -1.184 5.716 0.046  -0.002
F -2.536 5.855 0.035  0.000
C -0.370 6.817 0.316  0.001
C 1.007 6.619 0.328  0.000
C 1.567 5.370 0.046  0.000
N -0.857 8.121 0.649  0.000
C -2.280 8.307 0.930  0.000
C -2.460 9.742 1.470  0.000
N -1.113 10.192 1.945  0.000
C -0.233 10.458 0.763  0.000
C -0.367 9.231 -0.163  0.000
H 4.979 7.314 1.753  0.000
H 4.656 5.627 2.162  0.000
H 3.351 6.811 2.252  0.000
H 4.796 5.931 -0.308  0.000
H 3.508 7.116 -0.262  0.000
H 4.461 3.724 0.182  0.000
H -1.303 3.614 -0.368  0.003
H 1.643 7.439 0.631  0.000
H -2.588 7.584 1.681  0.000
H -2.915 8.171 0.051  0.000
H -3.171 9.783 2.291  0.000
H -2.778 10.437 0.695  0.000
H -0.697 9.369 2.402  0.000
H -1.152 10.978 2.590  0.000
H 0.783 10.591 1.129  0.000
H -0.567 11.375 0.284  0.000
H 0.597 8.986 -0.594  0.000
H -1.052 9.447 -0.992  0.000
Br -7.995 -0.652 -0.429  0.000
C -6.150 -0.226 -0.237  0.002
C -5.789 1.074 0.070  -0.002
C -4.444 1.376 0.219  0.004
C -3.475 0.396 0.048  -0.005
C -3.861 -0.902 -0.268  0.007
C -5.204 -1.223 -0.405  -0.002
C -2.018 0.738 0.221  -0.092
O -1.704 1.805 0.761  0.022
O -1.205 -0.145 -0.227  -0.071
H -6.548 1.834 0.195  0.000
H -4.124 2.377 0.476  0.001
H -3.093 -1.651 -0.402  -0.002
H -5.512 -2.232 -0.640  0.000
C 5.772 -6.481 0.248  0.000
C 4.438 -7.024 -0.284  0.000
C 4.526 -7.183 -1.809  0.000
C 4.204 -8.408 0.323  0.000
C 3.324 -6.037 0.072  0.000
C 2.301 -6.352 0.962  0.001
C 1.305 -5.436 1.314  0.008
C 1.361 -4.186 0.747  0.000
O 0.548 -3.108 0.918  -0.073
B 1.069 -2.045 0.131  0.081
O 2.209 -2.570 -0.551  -0.005
C 2.373 -3.858 -0.149  -0.031
C 3.356 -4.753 -0.495  -0.004
H 6.592 -7.160 -0.002  0.000
H 5.732 -6.370 1.333  0.000
H 5.996 -5.503 -0.181  0.000
H 5.268 -7.940 -2.072  0.000
H 4.815 -6.250 -2.293  0.000
H 3.560 -7.488 -2.216  0.000
H 4.992 -9.089 -0.006  0.000
H 3.246 -8.823 0.005  0.000
H 4.226 -8.376 1.414  0.000
H 2.258 -7.336 1.407  0.000
H 0.520 -5.700 2.011  0.000
H 4.134 -4.449 -1.184  0.001

---

(2)
The following is a DFT calculation (ωB97M-V with the def2-TZVPD basis set) of a structure of composition C33H34BN8Rh at a distorted geometry.

Its total charge is +2. The largest force on an atom is 6.5 eV/Å. The frontier orbital gap (spin up / spin down) comes out at 4.34 / 4.34 eV. Its HOMO energy (spin up / spin down) is -0.49418 / -0.49418 Eh. As for the LUMO energy (spin up / spin down): -9.109 / -9.110 eV.

Last column: Löwdin charge in e.
Atoms and positions in Å:
Rh 0.150 -0.111 0.088  1.225
C -1.407 4.321 -2.912  0.010
C -0.412 3.444 -2.254  -0.223
C 0.953 3.624 -2.220  0.071
C 1.472 2.552 -1.475  -0.181
N 0.438 1.770 -1.093  0.064
N -0.687 2.312 -1.563  0.029
B -2.089 1.726 -1.333  -0.500
N -2.134 0.310 -1.921  0.027
N -1.326 -0.675 -1.532  0.066
C -1.624 -1.775 -2.257  -0.183
C -2.673 -1.445 -3.134  0.072
C -2.971 -0.122 -2.896  -0.223
C -4.006 0.696 -3.566  0.010
C -0.958 -3.047 -2.132  -0.162
C -1.314 -4.146 -2.930  0.001
C -0.652 -5.348 -2.786  -0.047
C 0.372 -5.485 -1.856  -0.049
C 0.731 -4.401 -1.059  -0.071
C 0.072 -3.203 -1.198  -0.057
N -2.353 1.644 0.178  0.029
N -1.597 0.952 1.031  0.066
C -2.111 1.112 2.271  -0.182
C -3.240 1.941 2.170  0.072
C -3.365 2.259 0.836  -0.223
C -4.407 3.111 0.220  0.010
C -1.569 0.531 3.475  -0.161
C -0.425 -0.270 3.406  -0.054
C 0.123 -0.828 4.536  -0.069
C -0.471 -0.606 5.776  -0.048
C -1.612 0.183 5.861  -0.046
C -2.159 0.752 4.730  0.001
C 2.857 2.319 -1.153  -0.161
C 3.866 3.172 -1.632  0.001
C 5.186 2.929 -1.315  -0.046
C 5.532 1.848 -0.514  -0.048
C 4.540 0.996 -0.035  -0.068
C 3.222 1.233 -0.351  -0.052
H -0.878 5.147 -3.379  0.098
H -1.966 3.788 -3.679  0.092
H -2.118 4.725 -2.195  0.092
H 1.493 4.428 -2.672  0.124
H -2.895 2.402 -1.846  0.115
H -3.153 -2.079 -3.848  0.124
H -4.514 0.075 -4.299  0.098
H -4.743 1.068 -2.857  0.092
H -3.572 1.552 -4.079  0.092
H -2.104 -4.055 -3.660  0.115
H -0.932 -6.187 -3.403  0.118
H 0.886 -6.429 -1.754  0.114
H 1.524 -4.500 -0.334  0.095
H 0.330 -2.333 -0.586  0.026
H -3.881 2.271 2.959  0.124
H -5.074 3.454 1.006  0.098
H -3.975 3.981 -0.272  0.092
H -4.990 2.562 -0.516  0.092
H 0.017 -0.430 2.418  0.029
H 1.010 -1.436 4.462  0.089
H -0.047 -1.042 6.667  0.114
H -2.074 0.354 6.821  0.119
H -3.041 1.369 4.818  0.115
H 3.614 4.020 -2.251  0.114
H 5.954 3.584 -1.696  0.119
H 6.567 1.672 -0.261  0.115
H 4.805 0.152 0.582  0.087
H 2.424 0.585 0.022  0.031
C 2.769 -3.740 3.114  0.002
N 3.186 -2.861 2.038  -0.154
C 4.596 -2.778 1.698  0.005
C 2.354 -2.041 1.516  -0.200
N 1.598 -1.312 1.017  0.069
H 3.290 -4.690 3.009  0.106
H 1.696 -3.916 3.050  0.108
H 3.025 -3.321 4.091  0.108
H 5.048 -3.754 1.854  0.106
H 5.116 -2.059 2.335  0.110
H 4.705 -2.503 0.649  0.105

---

(3)
The following is a DFT calculation (ωB97M-V with the def2-TZVPD basis set) of a structure of composition C33H34Cl5N3O2PSSi2W.

Its total charge is -1. The largest force on an atom is 0.8 eV/Å. The frontier orbital gap (spin up / spin down) comes out at 4.82 / 4.82 eV. Its HOMO energy (spin up / spin down) is -0.16541 / -0.16543 Eh. As for the LUMO energy (spin up / spin down): 0.315 / 0.318 eV.

Last column: Löwdin charge in e.
Atoms and positions in Å:
W 0.055 0.641 -0.207  1.406
Cl -3.611 -1.698 -0.417  0.689
C -2.681 -1.072 0.909  -0.663
C -1.494 -0.421 0.707  -0.308
C -0.766 0.126 1.688  -0.327
Cl 0.271 2.888 0.760  0.217
C -1.155 0.020 3.001  -0.681
Cl -0.258 0.771 4.280  0.720
C -2.328 -0.679 3.276  -0.699
Cl -2.870 -0.857 4.907  0.653
C -3.095 -1.223 2.232  -0.692
Cl -4.562 -2.063 2.584  0.656
O 0.995 -3.010 1.410  0.070
C 1.297 -1.905 1.011  -0.687
O 0.774 -1.370 -0.070  -0.319
C 2.371 -1.064 1.671  -0.314
P 2.467 0.623 0.899  0.964
C 1.453 0.404 -1.891  -0.452
C 0.723 -0.628 -2.712  -0.381
C 0.820 -0.169 -4.114  -0.006
C 1.960 0.418 -4.573  -0.055
C 2.994 0.835 -3.701  0.007
C 2.797 0.907 -2.315  -0.216
C 2.786 1.715 2.328  -0.479
C 3.129 3.034 2.008  -0.185
C 3.484 3.945 2.988  -0.099
C 3.537 3.552 4.320  -0.112
C 3.236 2.240 4.650  -0.110
C 2.865 1.332 3.663  -0.160
H 3.307 -1.609 1.516  0.079
H 2.202 -1.063 2.750  0.065
H -0.917 -1.427 -1.677  0.084
H -0.011 -0.286 -4.798  0.114
H 2.050 0.637 -5.630  0.113
H 3.913 1.233 -4.116  0.128
H 3.633 0.930 -1.624  0.107
H 3.105 3.347 0.971  0.059
H 3.725 4.964 2.711  0.096
H 3.821 4.258 5.091  0.090
H 3.282 1.913 5.682  0.095
H 2.633 0.319 3.964  0.064
C -2.768 2.646 1.847  -0.195
Si -2.798 2.799 -0.019  0.377
C -4.612 2.352 -0.342  -0.169
C -2.513 4.589 -0.531  -0.185
N -1.765 1.689 -0.910  -0.203
C -2.156 1.342 -2.169  -0.319
C -3.017 2.096 -3.006  -0.046
C -3.519 1.589 -4.187  -0.095
C -3.174 0.315 -4.635  -0.113
C -2.233 -0.391 -3.905  -0.074
C -1.689 0.146 -2.750  -0.230
N -0.626 -0.523 -2.037  -0.020
Si 1.453 -2.436 -2.625  0.605
C 1.728 -3.002 -4.404  -0.182
C 0.207 -3.661 -1.965  -0.154
C 3.136 -2.394 -1.810  -0.132
H -3.461 3.406 2.224  0.036
H -1.801 2.803 2.315  -0.021
H -3.166 1.674 2.151  0.027
H -5.210 2.782 0.467  0.026
H -4.735 1.265 -0.295  0.021
H -5.036 2.693 -1.286  0.016
H -2.684 5.260 0.315  0.025
H -3.179 4.898 -1.342  0.016
H -1.482 4.719 -0.859  0.010
H -3.297 3.095 -2.701  0.080
H -4.196 2.201 -4.772  0.098
H -3.600 -0.097 -5.540  0.089
H -1.903 -1.373 -4.231  0.114
H 0.806 -2.967 -4.993  0.033
H 2.061 -4.044 -4.387  0.033
H 2.485 -2.416 -4.926  0.024
H -0.687 -3.671 -2.598  0.038
H -0.076 -3.482 -0.930  0.023
H 0.645 -4.661 -2.023  0.042
H 3.894 -2.087 -2.536  0.036
H 3.408 -3.385 -1.441  0.046
H 3.162 -1.698 -0.971  0.012
S 2.488 3.917 -2.218  0.669
C 1.939 2.406 -2.141  -0.826
N 0.842 1.721 -1.920  -0.065